{"formula": "C43H39F9N4O4PSW", "method": "wB97M-V/def2-TZVPD", "e_lumo_ev": [-5.20, -6.45], "total_energy_ha": -3887.1349, "orbital_gap_ha": [0.17382, 0.12796], "largest_force_ev_per_a": 2.1, "s2": 2.03, "spin_multiplicity": 3, "homo_ev": [-9.93, -9.93], "charge": 1, "species": ["W", "C", "C", "C", "C", "C", "C", "H", "H", "H", "H", "H", "H", "N", "C", "C", "C", "C", "C", "C", "S", "O", "O", "O", "H", "H", "H", "H", "H", "H", "F", "C", "F", "F", "C", "C", "C", "C", "C", "C", "P", "C", "C", "C", "C", "C", "C", "C", "F", "F", "F", "C", "C", "C", "C", "C", "C", "C", "F", "F", "F", "H", "H", "H", "H", "H", "H", "H", "H", "H", "H", "H", "H", "N", "C", "O", "C", "C", "C", "N", "C", "C", "H", "H", "H", "H", "H", "H", "C", "C", "C", "C", "N", "H", "H", "H", "H", "H", "H", "H", "H", "H"], "coordinates": [[-0.269, -0.122, 0.469], [0.537, 2.172, 0.667], [1.307, 1.561, -0.335], [2.007, 0.372, -0.041], [1.998, -0.154, 1.273], [1.158, 0.401, 2.246], [0.388, 1.561, 1.938], [0.119, 3.155, 0.497], [1.467, 2.055, -1.283], [2.728, 0.005, -0.755], [2.666, -0.964, 1.537], [1.234, 0.083, 3.274], [-0.126, 2.076, 2.735], [-0.661, -0.417, -2.327], [-0.156, -1.408, -3.224], [0.993, -1.116, -3.952], [1.556, -2.074, -4.779], [0.969, -3.323, -4.852], [-0.195, -3.619, -4.159], [-0.770, -2.649, -3.353], [1.803, -4.648, -5.782], [2.819, -3.984, -6.555], [2.347, -5.431, -4.667], [0.746, -5.308, -6.504], [-0.321, 0.487, -2.634], [-1.674, -0.396, -2.362], [1.447, -0.131, -3.871], [2.433, -1.872, -5.379], [-0.645, -4.597, -4.274], [-1.693, -2.863, -2.823], [-2.920, 3.471, -6.535], [-2.594, 4.296, -5.530], [-1.482, 4.958, -5.881], [-3.583, 5.197, -5.408], [-2.406, 3.535, -4.242], [-1.383, 3.871, -3.369], [-1.248, 3.181, -2.175], [-2.130, 2.154, -1.848], [-3.148, 1.819, -2.742], [-3.291, 2.511, -3.933], [-2.100, 1.231, -0.269], [-3.013, -1.380, 0.923], [-4.188, -0.997, 1.579], [-5.417, -1.106, 0.952], [-5.506, -1.597, -0.339], [-4.356, -2.014, -1.003], [-3.133, -1.904, -0.378], [-6.810, -1.639, -1.086], [-6.646, -1.104, -2.320], [-7.259, -2.887, -1.252], [-7.766, -0.933, -0.468], [-3.145, 2.350, 0.736], [-2.628, 3.225, 1.688], [-3.466, 4.067, 2.403], [-4.831, 4.038, 2.168], [-5.358, 3.195, 1.199], [-4.516, 2.364, 0.483], [-5.751, 4.899, 2.994], [-6.205, 4.208, 4.058], [-5.122, 5.988, 3.459], [-6.816, 5.302, 2.292], [-0.700, 4.673, -3.613], [-0.455, 3.462, -1.495], [-3.838, 1.014, -2.507], [-4.084, 2.254, -4.623], [-4.144, -0.557, 2.565], [-6.312, -0.785, 1.471], [-4.428, -2.418, -2.005], [-2.242, -2.240, -0.885], [-1.565, 3.279, 1.876], [-3.059, 4.750, 3.136], [-6.422, 3.191, 1.003], [-4.930, 1.725, -0.284], [2.281, -6.957, -1.610], [1.907, -6.303, -0.519], [2.036, -6.681, 0.638], [1.263, -4.941, -0.670], [0.079, -4.707, 0.021], [-0.358, -3.421, 0.209], [0.294, -2.333, -0.248], [1.386, -2.575, -0.997], [1.898, -3.839, -1.232], [2.750, -7.838, -1.470], [2.210, -6.587, -2.567], [-0.465, -5.534, 0.457], [-1.249, -3.247, 0.790], [1.893, -1.724, -1.416], [2.794, -3.960, -1.826], [-0.231, -2.319, 3.154], [-1.601, -1.638, 2.921], [-2.630, -2.706, 3.336], [-1.762, -0.384, 3.831], [-1.732, -1.231, 1.481], [0.079, -2.176, 4.189], [0.546, -1.948, 2.495], [-0.306, -3.393, 2.989], [-2.318, -3.114, 4.297], [-2.661, -3.521, 2.610], [-3.635, -2.317, 3.457], [-2.456, -0.596, 4.645], [-2.149, 0.466, 3.267], [-0.817, -0.092, 4.288]], "lowdin_charge": [1.384, -0.168, -0.133, -0.146, -0.117, -0.162, -0.176, 0.113, 0.132, 0.131, 0.146, 0.129, 0.119, 0.068, -0.337, -0.043, -0.034, -0.237, -0.035, -0.035, 0.407, -0.331, -0.377, -0.325, 0.072, 0.052, 0.112, 0.119, 0.127, 0.100, 0.158, -0.588, 0.151, 0.161, -0.094, 0.017, -0.075, -0.412, -0.085, 0.024, 1.029, -0.361, -0.024, 0.016, -0.105, 0.011, -0.054, -0.586, 0.134, 0.170, 0.150, -0.368, -0.077, 0.012, -0.100, 0.020, -0.074, -0.587, 0.152, 0.151, 0.158, 0.131, 0.085, 0.106, 0.138, 0.117, 0.134, 0.136, 0.063, 0.072, 0.130, 0.135, 0.105, 0.226, -0.513, 0.073, -0.077, 0.040, -0.134, -0.027, -0.124, 0.051, 0.132, 0.108, 0.139, 0.082, 0.087, 0.141, -0.046, -0.548, -0.035, -0.018, -0.117, 0.101, 0.033, 0.088, 0.104, 0.098, 0.073, 0.095, 0.065, 0.070]}